Entry from the Open Molecules 2025 dataset: C28H69Br3N18O12 as an isolated structure (wB97M-V/def2-TZVPD).

Each line ends with the Mulliken charge.
Geometry (Å):
C (4.978, -2.883, 2.491)  -1.197
C (4.598, -2.342, 1.118)  -0.906
C (3.244, -2.855, 0.604)  -0.073
C (2.084, -1.895, 0.890)  -1.389
C (1.861, -0.876, -0.226)  -0.388
C (0.562, -0.068, -0.088)  -2.442
C (-0.462, -0.160, -1.215)  1.006
C (0.040, 0.517, -2.518)  -1.166
C (0.633, 1.933, -2.466)  -0.631
C (2.134, 2.039, -2.134)  -0.332
C (2.458, 3.035, -1.024)  -1.324
C (-1.805, 0.422, -0.751)  -0.433
Br (-2.048, 2.288, -0.365)  -0.271
O (-2.756, 0.035, -1.754)  -0.236
C (-2.456, -1.262, -2.048)  -1.024
O (-3.249, -1.977, -2.585)  -0.877
C (-1.060, -1.615, -1.537)  4.686
C (-1.259, -2.420, -0.206)  -0.979
C (-2.509, -3.280, -0.102)  -1.706
O (-3.607, -2.479, 0.352)  -0.685
C (-0.251, -2.434, -2.627)  -0.483
Br (-0.844, -2.017, -4.441)  0.006
C (-0.151, -3.949, -2.338)  0.581
C (1.038, -4.228, -1.404)  -0.169
Br (0.108, -5.065, -3.928)  -0.144
H (6.017, -2.677, 2.741)  0.394
H (4.829, -3.965, 2.527)  0.282
H (4.366, -2.452, 3.287)  0.375
H (4.560, -1.247, 1.174)  0.184
H (5.381, -2.572, 0.392)  0.356
H (3.308, -3.048, -0.471)  -0.014
H (3.025, -3.821, 1.068)  0.612
H (1.159, -2.442, 1.099)  -0.115
H (2.319, -1.338, 1.805)  0.831
H (2.703, -0.182, -0.208)  0.593
H (1.926, -1.373, -1.199)  0.516
H (0.793, 0.997, -0.009)  0.593
H (0.084, -0.327, 0.862)  0.867
H (-0.790, 0.527, -3.222)  0.726
H (0.792, -0.134, -2.972)  0.249
H (0.070, 2.588, -1.809)  0.004
H (0.483, 2.355, -3.458)  0.392
H (2.531, 1.054, -1.883)  0.189
H (2.665, 2.354, -3.034)  0.499
H (1.867, 3.943, -1.151)  0.257
H (3.510, 3.322, -1.041)  0.422
H (2.240, 2.633, -0.031)  0.292
H (-2.112, -0.066, 0.169)  0.253
H (-1.326, -1.720, 0.623)  0.723
H (-0.378, -3.017, -0.005)  -0.367
H (-2.354, -4.095, 0.602)  0.645
H (-2.773, -3.732, -1.054)  0.477
H (-4.256, -2.422, -0.357)  0.378
H (0.770, -2.067, -2.625)  0.293
H (-1.083, -4.341, -1.946)  -0.409
H (1.299, -3.349, -0.816)  -0.986
H (1.921, -4.485, -1.985)  0.631
H (0.811, -5.039, -0.713)  0.252
C (-6.536, 3.621, 0.108)  0.568
O (-7.444, 4.427, 0.179)  -0.676
N (-5.367, 3.891, -0.559)  -0.096
N (-6.600, 2.385, 0.688)  -0.278
H (-4.587, 3.260, -0.587)  -0.016
H (-5.284, 4.796, -0.984)  0.112
H (-7.456, 2.140, 1.150)  0.203
H (-5.875, 1.697, 0.598)  0.134
C (7.526, -0.668, 5.090)  0.666
O (7.317, -1.608, 4.338)  -0.669
N (8.396, -0.751, 6.138)  -0.408
N (6.899, 0.532, 4.932)  -0.378
H (8.567, 0.005, 6.773)  0.155
H (8.865, -1.626, 6.278)  0.221
H (6.241, 0.608, 4.179)  0.215
H (7.045, 1.316, 5.540)  0.157
C (-3.477, -6.970, -1.358)  0.693
O (-3.078, -6.346, -0.389)  -0.585
N (-3.651, -6.393, -2.585)  -0.270
N (-3.779, -8.302, -1.290)  -0.451
H (-3.959, -6.899, -3.392)  0.170
H (-3.425, -5.420, -2.683)  0.154
H (-3.662, -8.752, -0.401)  0.225
H (-4.108, -8.834, -2.072)  0.142
C (4.758, -4.458, -3.588)  0.606
O (3.966, -4.455, -2.660)  -0.597
N (4.506, -5.131, -4.748)  -0.414
N (5.947, -3.787, -3.533)  -0.393
H (5.134, -5.143, -5.529)  0.153
H (3.624, -5.606, -4.813)  0.213
H (6.152, -3.288, -2.687)  0.207
H (6.608, -3.774, -4.285)  0.160
C (4.835, -4.543, 6.010)  0.649
O (3.950, -3.706, 6.044)  -0.635
N (6.075, -4.288, 5.503)  -0.299
N (4.646, -5.816, 6.489)  -0.406
H (6.803, -4.974, 5.456)  0.155
H (6.247, -3.375, 5.107)  0.205
H (3.742, -6.032, 6.864)  0.230
H (5.354, -6.524, 6.465)  0.151
C (-0.834, 5.607, -3.328)  0.700
O (0.151, 4.893, -3.262)  -0.581
N (-2.091, 5.139, -3.054)  -0.250
N (-0.763, 6.923, -3.686)  -0.468
H (-2.916, 5.703, -3.116)  0.156
H (-2.172, 4.172, -2.798)  0.120
H (0.147, 7.297, -3.875)  0.218
H (-1.562, 7.527, -3.728)  0.146
C (-2.839, 6.657, 1.195)  0.685
O (-1.803, 6.878, 0.591)  -0.689
N (-3.213, 5.382, 1.539)  -0.244
N (-3.701, 7.639, 1.579)  -0.338
H (-4.073, 5.160, 2.005)  0.149
H (-2.604, 4.641, 1.249)  0.094
H (-3.468, 8.594, 1.376)  0.191
H (-4.553, 7.471, 2.081)  0.153
C (-6.647, -0.066, -3.230)  0.465
O (-7.812, 0.164, -3.499)  -0.691
N (-5.790, 0.903, -2.768)  -0.227
N (-6.072, -1.298, -3.365)  -0.265
H (-4.823, 0.719, -2.567)  0.256
H (-6.164, 1.824, -2.635)  0.110
H (-6.644, -2.047, -3.705)  0.174
H (-5.111, -1.465, -3.120)  0.341
C (-3.549, 10.151, 4.110)  0.627
O (-4.385, 9.973, 3.239)  -0.640
N (-2.729, 9.150, 4.543)  -0.332
N (-3.368, 11.367, 4.705)  -0.408
H (-2.022, 9.278, 5.241)  0.164
H (-2.799, 8.268, 4.067)  0.215
H (-3.960, 12.118, 4.402)  0.221
H (-2.683, 11.536, 5.417)  0.155

Computed properties:
Orbital gap (eV): 9.8
HOMO level (Ha): -0.34316

***

Entry from the Open Molecules 2025 dataset: one molecule with the formula CH2FNO2 at a distorted geometry (wB97M-V/def2-TZVPD).

Each line ends with the Mulliken charge.
Geometry (Å):
O (-0.864, 0.689, -0.185)  -0.394
N (0.438, 1.199, -0.200)  -0.328
C (1.361, 0.334, 0.027)  0.630
O (1.670, -1.073, 0.176)  -0.403
F (2.534, 0.888, -0.015)  -0.186
H (-1.408, 1.075, 0.548)  0.344
H (0.798, -1.482, 0.270)  0.338

Computed properties:
Orbital gap (eV): 10.8
SMILES: O/N=C(\O)F
HOMO level (Ha): -0.38110
Energy relative to the best compared isomer or geometry (same formula, charge and spin) (kcal/mol): 19.7

***

Entry from the Open Molecules 2025 dataset: one molecule with the formula C6H15N at a distorted geometry (wB97M-V/def2-TZVPD).

Each line ends with the Mulliken charge.
Geometry (Å):
C (-2.093, 0.833, 1.419)  -1.301
C (-0.581, 0.844, 1.293)  -0.656
N (-0.004, 0.014, 0.220)  0.160
C (1.112, -0.797, 0.746)  -0.554
C (1.695, -1.739, -0.291)  -1.325
C (0.267, 0.780, -1.003)  -0.786
C (-0.374, 0.074, -2.252)  -1.172
H (-2.423, -0.212, 1.489)  0.326
H (-2.312, 1.326, 2.379)  0.378
H (-2.768, 1.314, 0.713)  0.291
H (-0.126, 0.467, 2.208)  0.488
H (-0.220, 1.877, 1.161)  0.428
H (1.858, -0.095, 1.132)  0.432
H (0.693, -1.388, 1.561)  0.367
H (1.953, -1.319, -1.257)  0.377
H (2.694, -2.045, 0.078)  0.379
H (1.142, -2.674, -0.315)  0.294
H (-0.213, 1.756, -0.880)  0.505
H (1.323, 0.991, -1.226)  0.393
H (-0.031, -0.952, -2.173)  0.331
H (-1.459, 0.098, -2.187)  0.274
H (-0.088, 0.757, -3.055)  0.371

Computed properties:
Orbital gap (eV): 9.4
SMILES: CCN(CC)CC
HOMO level (Ha): -0.30045
Energy relative to the best compared isomer or geometry (same formula, charge and spin) (kcal/mol): 30.6

***

Entry from the Open Molecules 2025 dataset: one molecule with the formula C6H10O at a distorted geometry (wB97M-V/def2-TZVPD).

Each line ends with the Mulliken charge.
Geometry (Å):
C (1.691, -1.763, -0.135)  -0.963
C (0.734, -0.913, -0.924)  -0.312
O (-0.479, -1.098, -0.433)  -0.138
C (-1.447, -0.094, -0.785)  -0.498
C (-1.129, 1.174, 0.001)  -0.038
C (-0.446, 1.022, 1.326)  -0.537
C (0.339, 1.459, 0.100)  -0.374
H (1.721, -2.740, -0.635)  0.325
H (1.406, -1.928, 0.912)  0.299
H (2.701, -1.346, -0.187)  0.326
H (0.884, 0.718, -0.570)  0.208
H (-1.406, 0.105, -1.860)  0.332
H (-2.418, -0.517, -0.514)  0.303
H (-1.847, 1.979, -0.147)  0.382
H (-0.297, 0.012, 1.704)  0.119
H (-0.687, 1.741, 2.116)  0.270
H (0.717, 2.478, 0.056)  0.296

Computed properties:
Orbital gap (eV): 9.1
HOMO level (Ha): -0.29675
Energy relative to the best compared isomer or geometry (same formula, charge and spin) (kcal/mol): 84.9

***

Entry from the Open Molecules 2025 dataset: one molecule with the formula C3H7N3O at a distorted geometry (wB97M-V/def2-TZVPD).

Each line ends with the Mulliken charge.
Geometry (Å):
H (-1.731, -1.237, 1.244)  0.345
N (-1.442, -1.399, 2.254)  -0.671
C (-0.341, -0.756, 2.407)  0.076
N (0.291, -0.004, 1.312)  -0.256
C (-0.016, 0.067, -0.017)  0.692
N (-0.649, -0.953, -0.591)  -0.723
H (-0.864, -0.556, -1.613)  0.234
O (0.584, 1.144, -0.613)  -0.356
C (0.640, 0.928, -2.059)  -0.952
H (0.326, -0.539, 3.246)  0.301
H (1.172, 0.525, 1.691)  0.277
H (1.098, 0.034, -2.448)  0.438
H (1.317, 1.706, -2.321)  0.232
H (-0.384, 1.041, -2.492)  0.363

Computed properties:
Orbital gap (eV): 9.9
SMILES: [H]/N=C\N/C(=N/[H])OC
HOMO level (Ha): -0.34073
Energy relative to the best compared isomer or geometry (same formula, charge and spin) (kcal/mol): 55.8

***

Entry from the Open Molecules 2025 dataset: C2H4N2O2 as an isolated structure at a distorted geometry (wB97M-V/def2-TZVPD).

Each line ends with the Mulliken charge.
Geometry (Å):
C (-0.653, 1.101, 0.547)  -1.025
C (-0.081, 0.076, -0.394)  0.038
N (1.234, 0.102, -0.563)  -0.234
N (-0.130, -1.658, 0.538)  0.156
O (1.817, -0.780, -1.230)  -0.374
O (0.614, -2.440, 0.039)  -0.137
H (-1.637, 0.917, 0.680)  0.363
H (-0.052, 1.104, 1.486)  0.276
H (-0.487, 1.996, 0.071)  0.338
H (-0.624, -0.418, -1.173)  0.598

Computed properties:
Orbital gap (alpha / beta) (eV): 7.3 / 7.2
HOMO level (alpha / beta) (Ha): -0.31334 / -0.31325
Energy relative to the best compared isomer or geometry (same formula, charge and spin) (kcal/mol): 167.9